46
Properties=species:S:1:pos:R:3:nbo_charge:R:1 method="wB97M-V/def2-TZVPD" e_lumo_ev="2.117 / 2.113" total_energy_ha=-2644.2228 gap_ev="6.0 / 7.5" total_charge=-1 s2=8.7549 relative_energy_ev=3.787 spin_multiplicity=6
Mn -31.64070 23.47435 0.15877 1.2826
B -33.30654 22.36337 0.88833 -0.8133
H -32.55905 22.75201 1.56247 0.0238
H -32.81876 21.86248 0.06649 -0.0093
H -34.05828 21.79758 1.41655 0.0171
H -33.78669 23.25727 0.52140 -0.0144
B -29.75327 22.47227 -0.58029 -0.7196
H -29.99783 23.52242 -0.62028 -0.0490
H -30.57258 21.94922 -0.11189 -0.0229
H -29.59611 22.14553 -1.59655 -0.0358
H -28.92232 22.27762 0.07992 0.0148
B -30.54821 24.49295 1.80495 -0.8440
H -30.22613 23.50138 1.52692 0.0231
H -31.58164 24.55460 2.10900 0.0025
H -29.90980 24.70291 2.64910 0.0287
H -30.30938 25.17328 1.00222 0.0000
C -32.90798 20.36964 -3.38228 -0.4113
C -31.63096 20.82019 -4.00483 -0.4476
C -31.83752 22.26016 -4.49207 -0.6115
S -32.98300 22.97291 -3.22761 2.1439
O -33.83619 23.97390 -3.91558 -0.9689
O -32.28860 23.31918 -1.98179 -0.9148
C -33.92652 21.48964 -3.04367 -0.6651
H -32.74251 19.66669 -2.56584 0.2410
H -33.57801 19.78755 -4.01499 0.2009
H -31.09736 20.25593 -4.76967 0.2259
H -30.86779 20.72119 -3.23291 0.2625
H -32.45942 22.14739 -5.38012 0.2163
H -31.02381 22.94458 -4.73193 0.2606
H -34.63736 21.48525 -3.86998 0.2304
H -34.46920 21.47897 -2.09842 0.2854
C -35.37076 26.64077 -2.33205 -0.4161
C -36.21251 26.17245 -1.20023 -0.4185
C -35.38938 25.46107 -0.13430 -0.6448
S -33.71287 26.28405 -0.18834 2.1278
O -32.71965 25.21372 -0.26551 -0.9489
O -33.44423 27.30846 0.80112 -0.9107
C -33.95766 27.16654 -1.83686 -0.6131
H -35.92639 27.45547 -2.79644 0.2129
H -35.28729 25.84198 -3.06898 0.2439
H -36.97601 25.61797 -1.74585 0.2196
H -36.80179 26.89576 -0.63659 0.2015
H -35.32976 24.40607 -0.40171 0.2686
H -35.90640 25.43681 0.82497 0.2530
H -33.10698 26.92938 -2.47577 0.2554
H -33.93637 28.20711 -1.51304 0.2375

***

44
Properties=species:S:1:pos:R:3:nbo_charge:R:1 method="wB97M-V/def2-TZVPD" e_lumo_ev="0.041 / -5.186" total_energy_ha=-3381.1664 gap_ev="9.6 / 4.3" s2=0.7526 spin_multiplicity=2
Br -1.57915 1.41430 -0.06281 -0.0082
O -3.33432 2.69038 2.57934 -0.9076
H -3.12933 1.93672 2.02598 0.4574
H -2.82809 3.40986 2.20209 0.4626
O -5.09459 1.55076 -0.57998 -0.9330
H -5.39496 2.38884 -0.93158 0.4691
H -4.14350 1.57319 -0.68566 0.4602
O -0.96905 4.40944 -2.13414 -0.9306
H -1.82436 4.22757 -2.52350 0.4663
H -0.90980 3.80680 -1.39283 0.4637
C 2.60014 3.25072 -0.74522 -0.6251
C 2.39719 1.82354 -1.38943 -0.0759
C 3.68960 1.29335 -1.99565 -0.0652
O 3.57314 0.01876 -2.62937 -0.5613
C 3.78635 -1.21770 -1.95212 -0.2535
N 1.98884 0.93306 -0.37476 -0.8022
H 1.76241 3.57269 -0.12662 0.2103
H 2.77977 3.98841 -1.52731 0.2120
H 3.55114 3.40636 -0.23585 0.2160
H 1.63512 1.81050 -2.16864 0.1661
H 4.46561 1.27992 -1.23031 0.1721
H 4.12040 2.03588 -2.66733 0.1916
H 4.81024 -1.59143 -1.94509 0.1726
H 3.24042 -2.03664 -2.42053 0.1896
H 3.48329 -1.14147 -0.90788 0.1741
H 1.96765 0.09968 -0.94494 0.3427
H 0.99271 1.09243 -0.32555 0.3369
C -3.09225 -3.00181 1.05825 -0.6460
C -2.09123 -2.48343 2.14702 -0.0665
C -0.70797 -2.45676 1.56744 -0.0593
O -0.12411 -3.69253 1.38977 -0.5404
C 1.22934 -3.75940 1.04290 -0.2394
N -2.56239 -1.17098 2.54207 -0.8047
H -2.71318 -3.95636 0.69320 0.2179
H -3.20697 -2.31137 0.22265 0.2043
H -3.98895 -3.39793 1.53483 0.2144
H -2.14587 -3.07877 3.05843 0.1986
H -0.11486 -1.75253 2.15087 0.1731
H -0.74508 -1.88841 0.63808 0.1331
H 1.65073 -4.76388 1.08246 0.1983
H 1.85729 -3.09138 1.63241 0.1697
H 1.13927 -3.36980 0.02890 0.1652
H -2.45389 -0.57615 1.73306 0.3254
H -3.56676 -1.27444 2.56735 0.3561

***

47
Properties=species:S:1:pos:R:3:nbo_charge:R:1 method="wB97M-V/def2-TZVPD" e_lumo_ev=3.013 total_energy_ha=-1173.9105 gap_ev=9.5 total_charge=-1
F -0.00543 -0.37328 -0.72345 -0.7963
O -3.65509 0.99501 1.27494 -0.9719
H -3.94355 1.07904 0.39846 0.4634
H -2.73924 1.30897 1.30419 0.4932
O -0.32769 -0.77806 3.56689 -0.9858
H -0.59646 -1.63400 4.08482 0.4699
H 0.06803 -1.03671 2.73191 0.5029
C 2.17729 -0.11573 1.45743 -0.1133
C 3.23429 0.23725 0.36889 -0.0893
O 2.69049 0.70678 -0.85353 -0.7375
O 1.32664 -1.25946 1.20180 -0.7819
H 1.52254 0.70214 1.63758 0.1756
H 2.66011 -0.20751 2.44710 0.1758
H 3.82501 -0.72712 0.31408 0.1498
H 3.98741 0.96787 0.71805 0.1764
H 2.02601 0.07814 -1.17636 0.4902
H 0.86179 -0.96312 0.38773 0.5032
C -2.02522 -2.13877 0.76369 -0.0941
C -2.88253 -3.40455 1.03303 -0.0730
O -3.83375 -3.56892 -0.03859 -0.7396
O -1.87319 -1.85462 -0.62327 -0.8019
H -1.06447 -2.36459 1.32133 0.1536
H -2.54624 -1.38604 1.29248 0.1743
H -3.23819 -3.35119 2.04936 0.1602
H -2.20937 -4.26346 1.07633 0.1325
H -3.42424 -3.05204 -0.73186 0.4904
H -1.04802 -1.30881 -0.77898 0.5123
C 0.76604 0.21430 -3.74418 -0.0988
C 2.15118 0.65107 -4.15898 -0.0935
O 2.86459 -0.29711 -4.88622 -0.7217
O 0.78361 -1.06902 -3.15886 -0.7755
H 0.11026 0.05031 -4.64997 0.1528
H 0.24885 0.93839 -3.14157 0.1872
H 2.73342 0.98762 -3.30188 0.1745
H 2.08262 1.59871 -4.76036 0.1576
H 2.70867 -1.11038 -4.38053 0.4771
H 0.44037 -0.98316 -2.24445 0.5105
C -0.25807 2.78393 0.62882 -0.0849
C -0.35657 3.28906 2.06026 -0.0716
O 0.05509 2.40194 3.01122 -0.7346
O -1.23199 1.87275 0.32024 -0.7824
H 0.75070 2.39132 0.54609 0.1805
H -0.28569 3.64727 -0.08796 0.1424
H -1.41749 3.52289 2.33271 0.1516
H 0.30516 4.16944 2.04347 0.1620
H -0.57749 1.62999 3.09991 0.4949
H -0.84017 1.02347 -0.03181 0.5325

***

52
Properties=species:S:1:pos:R:3:nbo_charge:R:1 method="wB97M-V/def2-TZVPD" e_lumo_ev=0.237 total_energy_ha=-1320.6480 gap_ev=9.6 smiles="NC(N)=O.NC(N)=O.NC(N)=O.NC(N)=O.NC(N)=O.CC(C)O" relative_energy_ev=3.834
C 5.35471 2.66806 3.89308 0.7522
O 4.28087 2.93543 3.36274 -0.6710
N 6.38160 3.35103 3.52003 -0.8122
N 5.71010 1.80628 4.85434 -0.8435
H 7.30076 3.09881 3.85413 0.3634
H 6.36615 3.73168 2.58463 0.4050
H 5.07159 1.03493 4.98627 0.4131
H 6.64723 1.88805 5.22204 0.3930
C 3.92959 -5.64513 3.47769 0.7373
O 4.79246 -5.48597 4.27147 -0.6710
N 3.93173 -6.53046 2.57027 -0.8171
N 2.75087 -5.10523 3.60248 -0.8378
H 3.16292 -6.53337 1.91527 0.3852
H 4.68354 -7.20203 2.63262 0.4120
H 2.73496 -4.45167 4.37235 0.4053
H 2.02174 -5.20165 2.91026 0.3860
C -1.87734 -5.61128 -2.04563 0.7485
O -0.99013 -5.30041 -1.35706 -0.6583
N -1.97195 -6.74174 -2.65890 -0.8168
N -2.93775 -4.89014 -2.32961 -0.8465
H -2.71436 -6.75713 -3.34350 0.3660
H -1.15825 -7.33135 -2.76062 0.4032
H -3.61671 -5.24754 -2.98639 0.3881
H -2.78349 -3.96377 -1.95793 0.4158
C -1.50446 1.29033 -0.02172 0.7397
O -2.43851 0.91478 -0.77038 -0.7012
N -0.86904 2.39948 -0.12335 -0.8135
N -0.94199 0.52707 0.83118 -0.8037
H -1.16386 2.95486 -0.91377 0.4184
H -0.08818 2.56593 0.49522 0.3876
H -0.10029 0.96879 1.17254 0.3631
H -0.92528 -0.44657 0.56313 0.4099
C -5.96481 -1.20849 4.50413 0.7416
O -6.77674 -1.58497 5.34436 -0.6872
N -4.82606 -1.79300 4.41288 -0.8176
N -6.12173 -0.16811 3.70633 -0.8315
H -4.61686 -2.57460 5.01740 0.4109
H -4.04246 -1.32935 3.97574 0.3776
H -5.41310 -0.10863 2.98911 0.3876
H -6.96936 0.37804 3.76413 0.4182
C -0.54206 4.49288 -6.41228 -0.6265
C -0.33393 5.96286 -6.53476 0.0833
C -0.53733 6.67436 -5.17565 -0.6457
O 0.97745 6.12941 -6.95918 -0.7060
H -0.21801 3.89998 -7.26760 0.2083
H -1.56862 4.15461 -6.27141 0.2072
H -0.08148 4.13520 -5.49140 0.2089
H -1.03516 6.38536 -7.25440 0.1558
H 0.28516 6.57088 -4.46789 0.2176
H -1.39371 6.45557 -4.53783 0.2165
H -0.77067 7.73662 -5.24812 0.2139
H 0.91028 6.10131 -7.91641 0.4667

***

45
Properties=species:S:1:pos:R:3:nbo_charge:R:1 method="wB97M-V/def2-TZVPD" e_lumo_ev="-12.106 / -12.291" total_energy_ha=-923.8703 gap_ev="4.0 / 3.8" total_charge=+3 s2=0.7508 spin_multiplicity=2
Y 2.92502 0.73427 2.67835 1.9072
Y 2.81262 -2.12220 -0.55558 2.4719
C -0.56372 -2.83878 -2.76161 -0.6310
C -0.41784 -1.54503 -2.07447 -0.0673
O 0.81073 -1.15972 -1.46838 -1.0431
H -0.19157 -3.56483 -2.03880 0.1759
H 0.11756 -2.93146 -3.60741 0.2221
H -1.59252 -3.16981 -2.90330 0.2801
H -0.98625 -1.64301 -1.14959 0.1706
H -0.89114 -0.72218 -2.61018 0.2021
O 2.08593 -0.76498 1.17886 -1.3090
H 1.29717 -0.66130 0.61174 0.5086
O 0.81751 1.58147 2.19340 -1.0587
H 0.23953 2.07585 2.77457 0.5343
H 0.34030 1.53266 1.36507 0.5538
O 4.37922 -2.41876 1.50452 -1.0071
H 4.16752 -3.13376 2.10468 0.5272
H 4.53341 -1.66506 2.07408 0.4763
O 3.05391 1.90767 0.57993 -1.0044
H 2.58923 2.72239 0.38881 0.5461
H 3.10206 1.45559 -0.26241 0.5160
C -2.10847 -0.78740 2.13629 -0.6356
C -3.40514 -1.46798 1.81323 0.1166
C -3.30637 -3.10903 1.69154 -0.6635
O -4.38510 -0.99538 2.65403 -0.6910
H -1.28137 -1.14010 1.52018 0.1680
H -1.93011 -1.00308 3.18975 0.2162
H -2.27031 0.29048 2.12743 0.2140
H -3.61256 -1.16010 0.78840 0.1381
H -3.69343 -3.54578 2.61216 0.2355
H -2.27468 -3.45073 1.77506 0.1878
H -3.74858 -3.57395 0.81041 0.2296
H -5.14884 -1.53864 2.44629 0.4872
C 0.65061 4.45312 -1.13410 -0.6214
C 0.35299 2.99056 -1.58503 0.0882
C 1.06419 2.60518 -2.85842 -0.6420
O 0.61360 2.01485 -0.56040 -0.8158
H 1.65627 4.46476 -0.71385 0.1737
H 0.02494 4.85720 -0.33826 0.2358
H 0.52220 5.08912 -2.00996 0.2629
H -0.70237 2.89010 -1.83843 0.1891
H 2.13975 2.78162 -2.87008 0.2034
H 0.61972 3.00894 -3.76810 0.2661
H 1.00382 1.52226 -2.96675 0.1936
H 0.59055 1.13498 -0.94366 0.4919

***

47
Properties=species:S:1:pos:R:3:nbo_charge:R:1 method="wB97M-V/def2-TZVPD" e_lumo_ev=2.328 total_energy_ha=-1892.3612 gap_ev=6.2 total_charge=-1
C -0.11814 1.03343 -2.21810 -0.6505
C 0.16417 2.34348 -2.92254 -0.0642
O -0.98824 2.89613 -3.58019 -0.7295
B -2.18795 3.05760 -2.94468 0.8020
O -2.29535 3.34101 -1.61013 -0.8909
Si -3.86544 2.82732 -4.08026 0.3160
P -5.88215 3.29068 -3.08720 0.8877
N -6.79605 1.89750 -3.52897 -1.1615
O -5.56604 2.98289 -1.49987 -0.9861
H -0.65663 1.15973 -1.28114 0.2201
H -0.65852 0.35247 -2.87604 0.2115
H 0.82945 0.55395 -1.96621 0.2470
H 0.59180 3.07846 -2.23141 0.1610
H 0.90182 2.19563 -3.70907 0.1875
H -1.45957 3.59076 -1.19522 0.4904
H -3.80494 3.66975 -5.30388 -0.1357
H -3.88329 1.41081 -4.56487 -0.1542
H -7.37697 2.07031 -4.33891 0.3857
H -6.26306 1.04906 -3.68566 0.3730
H -5.53480 2.04315 -1.27102 0.4883
C -1.03635 -2.41309 1.33479 -1.1152
Si 0.59547 -2.16736 2.27636 1.8357
C 1.01724 -3.88649 2.98251 -1.1291
C 0.13577 -1.11065 3.79482 -1.1288
N 1.72855 -1.50302 1.26675 -1.7510
Si 3.30238 -1.07400 1.53974 1.8364
C 4.47005 -2.49684 2.03537 -1.1292
C 3.57389 0.26146 2.87363 -1.1290
C 4.06957 -0.34229 -0.03787 -1.1153
H -1.82426 -2.84615 1.96070 0.2016
H -1.39350 -1.45196 0.95443 0.2152
H -0.87569 -3.07666 0.48090 0.2180
H 0.14886 -4.36344 3.45043 0.2062
H 1.80515 -3.82386 3.73912 0.2146
H 1.37137 -4.53852 2.17976 0.2205
H -0.04743 -0.07870 3.48401 0.2194
H 0.94292 -1.10229 4.53345 0.2146
H -0.76562 -1.47980 4.29670 0.2061
H 4.26659 -2.84163 3.05364 0.2149
H 5.52386 -2.19994 1.99176 0.2054
H 4.32704 -3.34391 1.35922 0.2202
H 2.88518 1.09443 2.70809 0.2183
H 4.59593 0.65620 2.85993 0.2054
H 3.38670 -0.13400 3.87647 0.2151
H 3.50285 0.53887 -0.35304 0.2117
H 4.02916 -1.07712 -0.84658 0.2178
H 5.11416 -0.04338 0.10024 0.2027